ORCA calculation (the ωB97M-V functional and the def2-TZVPD basis) on a molecular structure, C30H54BF6N7S2Sb2Zn.

Last column: Mulliken spin population.
Cartesian coordinates (Å):
Zn1 0.700 1.530 1.623  0.04
C1 1.232 -1.776 3.113  -0.01
C2 -0.116 -1.220 2.817  0.03
C3 -1.364 -1.739 3.172  -0.01
C4 -2.300 -0.811 2.746  0.00
C5 -3.784 -0.865 2.876  0.00
N1 -1.636 0.198 2.152  -0.01
N2 -0.295 -0.054 2.198  0.00
B1 -2.177 1.608 1.799  0.00
N3 -1.565 2.627 2.800  0.00
N4 -0.213 2.799 2.854  0.00
C6 0.040 3.803 3.689  0.00
C7 1.427 4.274 3.964  0.00
C8 -1.172 4.299 4.181  0.00
C9 -2.164 3.532 3.596  0.00
C10 -3.641 3.644 3.764  0.00
N5 -1.719 2.039 0.376  0.00
N6 -0.395 2.236 0.121  -0.01
C11 -0.297 2.957 -0.993  0.01
C12 1.006 3.477 -1.495  0.00
C13 -1.579 3.192 -1.498  -0.01
C14 -2.454 2.610 -0.597  0.01
C15 -3.945 2.613 -0.621  0.00
H1 1.176 -2.852 3.270  0.00
H2 1.624 -1.329 4.027  0.00
H3 1.942 -1.561 2.313  0.00
H4 -1.554 -2.667 3.685  0.00
H5 -4.080 -1.841 3.252  0.00
H6 -4.272 -0.691 1.916  0.00
H7 -4.141 -0.106 3.574  0.00
H8 -3.363 1.605 1.860  0.00
H9 2.136 3.792 3.293  0.00
H10 1.723 4.055 4.990  0.00
H11 1.491 5.353 3.826  0.00
H12 -1.302 5.109 4.879  0.00
H13 -3.860 4.404 4.510  0.00
H14 -4.077 2.700 4.092  0.00
H15 -4.124 3.929 2.828  0.00
H16 1.736 3.467 -0.686  0.00
H17 0.884 4.504 -1.839  0.00
H18 1.382 2.884 -2.330  0.00
H19 -1.837 3.742 -2.389  0.00
H20 -4.292 3.078 -1.541  0.00
H21 -4.347 3.178 0.221  0.00
H22 -4.343 1.599 -0.564  0.00
C16 -3.168 -3.048 -2.442  0.03
C17 -2.595 -2.180 -1.337  0.20
C18 -2.760 -2.856 0.013  0.01
C19 -3.191 -0.780 -1.339  -0.03
Sb1 -0.334 -1.838 -1.607  0.07
C20 0.738 -3.790 -1.152  0.10
C21 0.240 -4.839 -2.132  0.03
C22 0.416 -4.144 0.291  0.08
C23 2.221 -3.525 -1.309  -0.02
C24 -0.034 -1.190 -3.767  0.08
C25 1.375 -1.565 -4.190  -0.01
C26 -1.059 -1.884 -4.652  0.02
C27 -0.235 0.319 -3.783  0.07
H23 -4.193 -3.319 -2.165  0.01
H24 -2.614 -3.978 -2.576  -0.01
H25 -3.216 -2.533 -3.398  0.00
H26 -3.821 -2.849 0.290  0.01
H27 -2.207 -2.347 0.803  0.02
H28 -2.444 -3.898 -0.025  0.01
H29 -4.278 -0.850 -1.219  0.00
H30 -2.995 -0.260 -2.279  -0.01
H31 -2.790 -0.180 -0.518  0.05
H32 -0.826 -5.038 -2.017  0.00
H33 0.773 -5.776 -1.937  0.01
H34 0.438 -4.557 -3.168  0.00
H35 -0.608 -4.493 0.415  0.00
H36 0.584 -3.298 0.959  -0.03
H37 1.079 -4.952 0.616  0.00
H38 2.479 -3.245 -2.329  0.00
H39 2.772 -4.440 -1.066  0.00
H40 2.561 -2.747 -0.625  0.00
H41 1.503 -2.648 -4.243  0.00
H42 2.122 -1.148 -3.519  0.01
H43 1.563 -1.160 -5.190  0.00
H44 -1.057 -2.967 -4.519  0.00
H45 -0.808 -1.676 -5.697  0.00
H46 -2.063 -1.500 -4.476  0.00
H47 0.486 0.817 -3.137  -0.01
H48 -1.240 0.601 -3.461  0.00
H49 -0.097 0.693 -4.803  0.00
F1 2.646 1.770 2.030  0.00
Sb2 4.430 1.070 2.715  0.00
F2 3.573 0.211 4.142  0.00
F3 4.055 -0.444 1.628  0.00
F4 6.140 0.386 3.028  0.00
F5 5.124 2.021 1.221  0.00
F6 4.483 2.650 3.712  0.00
S1 1.952 0.166 -0.877  0.19
C28 3.551 0.299 -1.385  0.04
N7 4.187 1.450 -1.464  0.02
C29 5.584 1.443 -1.882  0.00
C30 6.066 0.012 -1.706  0.00
S2 4.570 -1.018 -1.887  0.00
H50 3.774 2.280 -1.070  0.00
H51 6.155 2.129 -1.262  0.00
H52 5.647 1.765 -2.925  0.00
H53 6.453 -0.164 -0.704  0.00
H54 6.801 -0.284 -2.448  0.00

Values from the calculation:
frontier orbital gap (alpha / beta)	0.317 / 0.232	hartree
HOMO (alpha / beta)	-10.8 / -11.2	eV
multiplicity	2
charge	+1
strongest force on any atom	0.0204	Eh/bohr

ORCA calculation (the ωB97M-V functional and the def2-TZVPD basis) on a molecular structure, C4H10N2O.

Last column: Löwdin charge in e.
Cartesian coordinates (Å):
C1 0.135 1.021 0.107  -0.48
C2 0.802 2.314 -1.171  0.00
C3 -1.164 -1.904 0.891  -0.06
N1 0.213 -0.022 -0.748  0.04
C4 0.158 -1.459 0.341  -0.30
O1 -1.135 1.382 0.441  -0.02
N2 1.272 -2.026 0.536  0.11
H1 -1.701 1.031 -0.269  0.11
H2 1.144 -0.163 -1.128  0.09
H3 0.797 1.083 0.970  0.13
H4 1.201 -2.930 1.029  0.06
H5 0.086 3.132 -1.191  0.03
H6 0.962 1.987 -2.197  0.03
H7 1.738 2.598 -0.691  0.02
H8 -1.109 -2.927 1.285  0.08
H9 -1.482 -1.236 1.695  0.08
H10 -1.916 -1.881 0.099  0.08

Values from the calculation:
frontier orbital gap	0.340	hartree
HOMO	-8.4	eV
strongest force on any atom	0.1356	Eh/bohr

ORCA calculation (the ωB97M-V functional and the def2-TZVPD basis) on a gas-phase ion, C2H12NSi2 (charge +1).

Last column: Löwdin charge in e.
Cartesian coordinates (Å):
C1 0.481 -0.938 0.131  -0.31
C2 -0.389 0.142 -0.355  -0.71
N1 1.922 -0.856 -0.435  0.17
Si1 -2.183 -0.449 -0.075  0.65
Si2 -0.039 1.838 0.378  0.64
H1 0.200 -1.884 -0.101  0.08
H2 0.691 -0.671 1.210  0.14
H3 -0.187 0.133 -1.497  0.11
H4 1.787 -0.438 -1.392  0.17
H5 2.475 -1.788 -0.535  0.22
H6 2.481 -0.271 0.184  0.14
H7 -2.008 -0.728 1.286  -0.07
H8 -3.394 0.321 -0.592  -0.04
H9 -2.468 -1.900 -0.590  -0.03
H10 1.455 1.941 0.286  -0.07
H11 -0.411 2.409 1.756  -0.03
H12 -0.579 2.672 -0.752  -0.04

Values from the calculation:
structure (SMILES)	[NH3+]CC([SiH3])[SiH3]
frontier orbital gap	0.399	hartree
HOMO	-14.7	eV
charge	+1
strongest force on any atom	0.0921	Eh/bohr

ORCA calculation (the ωB97M-V functional and the def2-TZVPD basis) on a molecular structure, C4HClNO2.

Last column: Löwdin charge in e.
Cartesian coordinates (Å):
C1 -0.024 0.346 0.433  -0.16
C2 -0.089 1.339 -0.422  -0.65
C3 -1.540 0.859 -0.718  -0.18
C4 -2.738 1.810 -1.036  -0.65
N1 -1.419 -0.009 0.242  0.06
O1 -2.384 2.689 -0.166  -0.04
O2 -3.592 1.645 -1.879  0.00
Cl1 1.131 2.433 -0.999  0.56
H1 0.664 -0.216 0.913  0.05

Values from the calculation:
frontier orbital gap (alpha / beta)	0.277 / 0.277	hartree
HOMO (alpha / beta)	-4.1 / -4.1	eV
charge	-1
strongest force on any atom	0.0601	Eh/bohr